Here is a cluster of 15 separate species, C19H68N22O19 in total at a distorted geometry from the OMol25 dataset. Energies are from the ωB97M-V functional and the def2-TZVPD basis.

Bonds (Å) are listed after each position.
Positions of all 128 atoms, in Å:
1 C -1.07 -3.96 1.65  C2 1.493, O4 1.421, H5 1.112, H6 1.092
2 C -1.94 -4.52 0.57  C1 1.493, O3 1.440, H7 1.115, H8 1.120
3 O -1.83 -5.96 0.58  C2 1.440, H9 0.984
4 O 0.28 -4.40 1.54  C1 1.421, H10 0.990
5 H -1.52 -4.21 2.63  C1 1.112
6 H -1.03 -2.87 1.65  C1 1.092
7 H -1.76 -4.07 -0.43  C2 1.115
8 H -2.95 -4.12 0.84  C2 1.120
9 H -0.87 -6.12 0.71  O3 0.984
10 H 0.88 -3.81 2.05  O4 0.990
11 C 2.35 3.09 1.38  C12 1.543, O14 1.388, H15 1.043, H16 1.074
12 C 2.81 3.95 2.57  C11 1.543, O13 1.469, H17 1.083, H18 1.111
13 O 2.25 5.31 2.49  C12 1.469, H19 0.956
14 O 2.84 3.61 0.19  C11 1.388, H20 0.973
15 H 1.31 3.18 1.36  C11 1.043
16 H 2.75 2.11 1.55  C11 1.074
17 H 3.89 4.07 2.62  C12 1.083
18 H 2.46 3.57 3.55  C12 1.111
19 H 2.81 6.08 2.40  O13 0.956
20 H 2.90 2.86 -0.43  O14 0.973
21 C -4.85 -1.01 -1.35  C22 1.499, O24 1.391, H25 1.099, H26 1.116
22 C -3.64 -1.89 -1.30  C21 1.499, O23 1.423, H27 1.083, H28 1.111
23 O -3.46 -2.58 -2.53  C22 1.423, H29 0.957
24 O -4.61 0.06 -2.22  C21 1.391, H30 0.966
25 H -5.14 -0.77 -0.32  C21 1.099
26 H -5.69 -1.61 -1.79  C21 1.116
27 H -3.70 -2.64 -0.52  C22 1.083
28 H -2.80 -1.21 -1.03  C22 1.111
29 H -3.28 -1.87 -3.16  O23 0.957
30 H -4.30 0.80 -1.69  O24 0.966
31 C 3.96 1.61 -3.15  C32 1.466, O34 1.443, H35 1.124, H36 1.119
32 C 2.57 1.75 -3.58  C31 1.466, O33 1.411, H37 1.112, H38 1.085
33 O 1.88 0.55 -3.29  C32 1.411, H39 0.973
34 O 4.09 1.73 -1.72  C31 1.443, H40 0.967
35 H 4.67 2.26 -3.74  C31 1.124
36 H 4.32 0.58 -3.36  C31 1.119
37 H 2.59 1.93 -4.68  C32 1.112
38 H 2.15 2.63 -3.10  C32 1.085
39 H 1.13 0.51 -3.92  O33 0.973
40 H 3.78 0.88 -1.37  O34 0.967
41 C 5.44 -0.79 2.74  O42 1.217, N43 1.357, N44 1.407
42 O 5.76 -1.19 3.84  C41 1.217
43 N 4.16 -0.44 2.43  C41 1.357, H45 1.010, H46 1.017
44 N 6.32 -0.73 1.65  C41 1.407, H47 0.990, H48 0.998
45 H 3.94 -0.32 1.46  N43 1.010
46 H 3.45 -0.28 3.15  N43 1.017
47 H 5.98 -0.56 0.73  N44 0.990
48 H 7.22 -1.08 1.89  N44 0.998
49 C -0.95 4.67 -0.06  O50 1.230, N51 1.411, N52 1.339
50 O -2.10 4.24 -0.15  C49 1.230
51 N -0.58 5.48 1.04  C49 1.411, H53 1.009, H54 0.991
52 N -0.04 4.39 -1.01  C49 1.339, H55 0.998, H56 1.009
53 H -1.40 5.89 1.47  N51 1.009
54 H 0.34 5.80 1.21  N51 0.991
55 H -0.30 3.74 -1.71  N52 0.998
56 H 0.86 4.85 -1.01  N52 1.009
57 C -0.18 -1.12 -5.67  O58 1.239, N59 1.377, N60 1.386
58 O -0.34 -0.47 -4.62  C57 1.239
59 N 0.91 -1.92 -5.93  C57 1.377, H61 0.970, H62 0.983
60 N -1.15 -1.03 -6.66  C57 1.386, H63 1.021, H64 1.012
61 H 1.70 -1.89 -5.36  N59 0.970
62 H 0.88 -2.50 -6.72  N59 0.983
63 H -1.16 -1.55 -7.53  N60 1.021
64 H -2.09 -0.68 -6.52  N60 1.012
65 C 0.15 -4.34 -2.83  O66 1.241, N67 1.341, N68 1.360
66 O 1.33 -4.39 -3.22  C65 1.241
67 N -0.55 -5.40 -2.40  C65 1.341, H69 1.016, H70 1.044
68 N -0.56 -3.20 -3.02  C65 1.360, H71 0.999, H72 0.998
69 H 0.02 -5.89 -1.72  N67 1.016
70 H -1.52 -5.14 -2.11  N67 1.044
71 H -1.35 -2.93 -2.47  N68 0.999
72 H -0.10 -2.44 -3.47  N68 0.998
73 C -1.03 2.84 3.61  O74 1.247, N75 1.351, N76 1.463
74 O -0.33 1.83 3.81  C73 1.247
75 N -2.29 2.72 3.13  C73 1.351, H77 0.996, H78 1.009
76 N -0.61 4.24 3.78  C73 1.463, H79 1.057, H80 1.019
77 H -2.56 1.82 2.82  N75 0.996
78 H -2.86 3.43 2.70  N75 1.009
79 H 0.41 4.50 3.69  N76 1.057
80 H -1.18 4.73 3.09  N76 1.019
81 C -2.69 -1.12 3.88  O82 1.205, N83 1.372, N84 1.404
82 O -3.38 -1.81 3.19  C81 1.205
83 N -3.06 -0.60 5.10  C81 1.372, H85 1.026, H86 1.015
84 N -1.41 -0.79 3.42  C81 1.404, H87 0.998, H88 1.037
85 H -2.26 -0.47 5.74  N83 1.026
86 H -3.85 -1.10 5.48  N83 1.015
87 H -1.54 -0.84 2.43  N84 0.998
88 H -1.00 0.13 3.68  N84 1.037
89 C 2.33 -2.60 4.00  O90 1.255, N91 1.394, N92 1.398
90 O 2.33 -2.73 2.75  C89 1.255
91 N 1.41 -3.26 4.82  C89 1.394, H93 1.011, H94 1.037
92 N 3.33 -1.91 4.70  C89 1.398, H95 0.994, H96 1.015
93 H 1.62 -3.42 5.79  N91 1.011
94 H 0.61 -3.81 4.46  N91 1.037
95 H 3.11 -1.79 5.66  N92 0.994
96 H 4.28 -1.68 4.42  N92 1.015
97 C -1.99 2.50 -3.27  O98 1.254, N99 1.415, N100 1.445
98 O -0.75 2.57 -3.10  C97 1.254
99 N -2.98 3.41 -2.83  C97 1.415, H101 1.048, H102 1.017
100 N -2.54 1.50 -4.16  C97 1.445, H103 1.005, H104 0.980
101 H -2.77 3.91 -1.94  N99 1.048
102 H -3.91 3.00 -2.95  N99 1.017
103 H -3.42 1.12 -3.85  N100 1.005
104 H -1.95 0.74 -4.36  N100 0.980
105 C -0.09 0.56 0.51  O106 1.279, N107 1.506, N108 1.352
106 O -1.30 0.72 0.90  C105 1.279
107 N 0.83 -0.01 1.55  C105 1.506, H109 1.010, H110 1.037
108 N 0.43 0.90 -0.69  C105 1.352, H111 1.013, H112 1.001
109 H 0.68 0.23 2.52  N107 1.010
110 H 1.80 -0.23 1.25  N107 1.037
111 H -0.13 1.27 -1.45  N108 1.013
112 H 1.40 0.71 -0.84  N108 1.001
113 C 2.96 -1.67 -0.96  O114 1.306, N115 1.426, N116 1.354
114 O 3.01 -0.44 -0.54  C113 1.306
115 N 2.59 -1.96 -2.30  C113 1.426, H117 1.051, H118 1.017
116 N 3.24 -2.74 -0.17  C113 1.354, H119 1.029, H120 1.030
117 H 2.08 -2.88 -2.43  N115 1.051
118 H 2.32 -1.21 -2.94  N115 1.017
119 H 3.30 -2.56 0.84  N116 1.029
120 H 2.56 -3.48 -0.38  N116 1.030
121 C -4.59 1.64 0.76  O122 1.221, N123 1.355, N124 1.397
122 O -5.74 2.07 0.73  C121 1.221
123 N -3.65 1.98 -0.14  C121 1.355, H125 1.029, H126 0.990
124 N -4.15 0.75 1.74  C121 1.397, H127 1.034, H128 1.027
125 H -2.68 1.72 0.09  N123 1.029
126 H -3.82 2.87 -0.53  N123 0.990
127 H -3.47 0.02 1.45  N124 1.034
128 H -4.97 0.36 2.22  N124 1.027

- LUMO energy (eV) = 0.16
- calculated total energy (eV) = -92501.7322
- HOMO (eV) = -9.54

Results of the Mulliken charge analysis, in e, for atoms 1 through 5: number 1, C, carries 0.863; number 2, C, carries 0.753; number 3, O, carries -0.612; number 4, O, carries -0.535; number 5, H, carries 0.169